#w
DFT (wB97M-V/def2-TZVPD) results for the ion C4H11N2O2 with charge -1.

The geometry in XYZ format:
```
19
Properties=species:S:1:pos:R:3:mulliken_charge:R:1
C -1.03098 -0.20876 0.75053 -0.606
N -0.09024 0.15891 1.69888 -0.336
C 0.41919 -1.17626 2.35859 -0.379
O 0.51177 -2.23090 1.53418 -0.847
C -0.88329 0.67198 -0.64702 -0.626
N 0.49989 0.76687 -0.98468 -0.359
C 0.97076 0.11790 -2.23201 -0.170
O 1.11495 1.30160 -3.13240 -0.599
H -2.08906 -0.13532 1.13771 0.326
H -0.97664 -1.22918 0.44148 0.340
H -0.43758 0.95115 2.27678 0.177
H -0.11449 -1.57069 3.24934 0.256
H 1.32381 -0.70660 2.81621 0.195
H -1.50081 1.56252 -0.57871 0.289
H -1.35745 -0.05700 -1.40957 0.203
H 1.07698 0.71239 -0.06321 0.275
H 0.11885 -0.51866 -2.48384 0.226
H 1.96233 -0.30473 -2.24606 0.275
H 0.48203 1.89477 -2.48619 0.360
```

Output
net charge = -1
molecular weight = 119.14 g/mol
HOMO = -2.71 eV
frontier orbital gap = 0.24376 hartree

=====

#x
DFT (wB97M-V/def2-TZVPD) results for a structure of composition C4H11N2O2.

The geometry in XYZ format:
```
19
Properties=species:S:1:pos:R:3:mulliken_charge:R:1
C 0.30373 1.23152 2.98889 -0.066
N -0.29088 0.38326 2.10845 -0.403
C -0.63716 -0.92402 2.60014 -0.825
O 0.46805 1.03042 4.22368 -0.697
H 0.69598 2.14177 2.52436 0.352
H 0.19724 0.22253 0.91244 0.509
H -1.27419 -0.86426 3.48357 0.298
H 0.26185 -1.48871 2.85905 0.252
H -1.21405 -1.45634 1.81376 0.248
C -0.14129 0.18222 -1.26949 -0.267
O 0.68989 0.15188 -0.15451 -0.641
C 0.59801 -0.41983 -2.49581 -0.447
N 0.04788 -0.07275 -3.81236 -0.529
H -1.07208 -0.40146 -1.13823 0.173
H -0.43758 1.18756 -1.58451 0.166
H 1.62461 -0.02126 -2.47903 0.284
H 0.66562 -1.52857 -2.39489 0.209
H -0.93333 -0.13788 -3.94681 0.176
H 0.44768 0.78392 -4.23870 0.205
```

Output
net charge = -1
molecular weight = 119.14 g/mol
HOMO = -4.16 eV
frontier orbital gap = 0.29600 hartree

=====

Ordering by calculated energy gives the sequence #x, #w, with the first entry being the most stable.

=====

#w
DFT (wB97M-V/def2-TZVPD) results for an isolated molecule of C3H9N3O2.

The geometry in XYZ format:
```
17
Properties=species:S:1:pos:R:3:mulliken_charge:R:1
C 0.20941 0.68789 -0.29678 0.574
C 0.23289 -0.79860 0.01264 -0.992
N 0.66481 -1.17622 1.26864 -0.407
C -0.74021 0.92077 -1.46191 0.305
N -0.84250 -1.41614 2.16268 -0.616
N 1.57962 1.18690 -0.48118 -0.683
O -0.13532 0.74813 -2.66038 -0.445
O -1.91546 1.17146 -1.36430 -0.581
H -0.78991 0.92011 -3.35484 0.334
H 1.06971 -0.41826 1.81887 0.304
H -0.22248 1.24364 0.54328 0.255
H -0.70695 -2.38299 2.46260 0.327
H -1.29034 -0.87447 2.90225 0.295
H 2.02995 0.69247 -1.24471 0.269
H 1.58685 2.17408 -0.72139 0.271
H -1.34652 -1.26842 1.21507 0.436
H 0.61646 -1.41035 -0.80055 0.353
```

Output
molecular weight = 119.12 g/mol
HOMO = -7.51 eV
frontier orbital gap = 0.30428 hartree

=====

#x
DFT (wB97M-V/def2-TZVPD) results for a cluster of 2 separate species, C3H9N3O2 in total.

The geometry in XYZ format:
```
17
Properties=species:S:1:pos:R:3:mulliken_charge:R:1
C 0.49553 1.06710 2.00213 -0.142
O 1.70034 0.72005 2.02245 -0.636
H 1.92282 0.15185 0.45012 0.360
H 0.19847 2.04456 1.58430 0.274
H -0.22751 0.61890 2.70494 0.278
H -0.16174 0.27022 0.81592 -0.354
C -0.90534 0.23571 -1.22666 0.209
C -0.11478 -0.51990 -0.15639 1.179
N -2.09721 -0.32037 -1.48573 -0.334
N 1.49237 -0.13136 -0.47832 -0.511
N -0.43738 -1.76022 0.06447 -1.006
O -0.47951 1.26954 -1.72676 -0.679
H -2.28604 -1.22289 -1.07204 0.245
H -2.66055 0.03574 -2.23972 0.258
H 1.96335 -0.91621 -0.91529 0.327
H 1.45553 0.67524 -1.10676 0.320
H 0.14165 -2.21797 0.76334 0.209
```

Output
molecular weight = 119.12 g/mol
HOMO (alpha / beta) = -8.03 / -8.03 eV
frontier orbital gap (alpha / beta) = 0.30416 / 0.30413 hartree

=====

Ordering by calculated energy gives the sequence #x, #w, with the first entry being the most stable.

=====

#w
DFT (wB97M-V/def2-TZVPD) results for an isolated molecule of C3H9N3O2.

The geometry in XYZ format:
```
17
Properties=species:S:1:pos:R:3:mulliken_charge:R:1
C -0.41197 -0.31470 0.90034 -0.283
C 1.41027 1.15542 0.36088 -1.141
N 0.41491 0.21207 -0.14259 0.158
N 0.90816 -0.78507 -0.98980 -0.553
C -1.68398 -0.72447 0.70405 0.429
N -2.21983 0.24298 -0.65060 -0.536
O 1.85085 -1.68507 -0.38231 -0.381
O -2.59368 -1.29336 1.23164 -0.609
H 2.61060 -1.18601 -0.04065 0.299
H 1.39365 -0.33263 -1.76647 0.273
H -3.22869 0.33721 -0.60822 0.281
H -1.89017 -0.21181 -1.49200 0.307
H -1.62955 1.08271 -0.35549 0.364
H 0.09741 -0.74460 1.75678 0.285
H 0.88710 1.98969 0.82534 0.388
H 2.07718 0.72362 1.12211 0.383
H 2.00775 1.53404 -0.47302 0.338
```

Output
molecular weight = 119.12 g/mol
HOMO = -7.65 eV
frontier orbital gap = 0.30208 hartree

=====

#x
DFT (wB97M-V/def2-TZVPD) results for an isolated molecule of C3H9N3O2.

The geometry in XYZ format:
```
17
Properties=species:S:1:pos:R:3:mulliken_charge:R:1
C -0.29101 -0.47844 1.08158 -0.888
C 1.01574 -1.14547 0.74936 -0.300
C 0.13145 1.71003 0.17436 0.083
H -1.95300 -0.45045 -1.11184 0.248
H -0.42586 -0.64510 -1.41026 0.265
H -1.04236 -1.29898 1.14582 0.375
H -0.23838 0.00482 2.02883 0.398
H 1.48715 -1.62346 1.61296 0.302
H 1.82194 -0.42670 0.34381 0.281
H 0.09669 -2.76481 0.08487 0.330
H 0.68951 1.86588 1.12567 0.331
H -0.53165 1.59575 -1.90621 0.465
N -1.04847 0.07108 -1.11104 -0.704
N -0.70845 0.55659 0.13413 0.137
N 0.43232 2.60469 -0.70420 -0.413
O 0.71272 -2.07261 -0.30232 -0.538
O -0.14835 2.49717 -1.93552 -0.372
```

Output
molecular weight = 119.12 g/mol
HOMO = -8.41 eV
frontier orbital gap = 0.32474 hartree

=====

#y
DFT (wB97M-V/def2-TZVPD) results for an isolated molecule of C3H9N3O2.

The geometry in XYZ format:
```
17
Properties=species:S:1:pos:R:3:mulliken_charge:R:1
C 0.63920 -0.33040 -1.05147 -0.161
C 1.88584 -0.18192 0.98694 -0.616
N -0.75530 -0.54304 -0.60342 -0.185
C -1.42624 0.26850 0.27153 0.603
N 0.95146 1.03024 -1.31915 -0.626
N -2.61226 -0.25196 0.70939 -0.439
O 1.52646 -0.93739 -0.15921 -0.370
O -1.06890 1.38877 0.58584 -0.622
H -1.06018 -1.50240 -0.65661 0.222
H 0.74488 -0.92079 -1.97363 0.382
H 0.64334 1.61492 -0.54597 0.325
H 0.47688 1.34638 -2.15431 0.277
H -3.07730 0.26168 1.44167 0.245
H -2.83578 -1.22457 0.61317 0.174
H 2.40946 -0.87587 1.64106 0.269
H 2.54946 0.64094 0.71181 0.271
H 1.00900 0.21698 1.50231 0.252
```

Output
molecular weight = 119.12 g/mol
HOMO = -9.46 eV
frontier orbital gap = 0.37312 hartree

=====

Ordering by calculated energy gives the sequence #y, #x, #w, with the first entry being the most stable.

=====

#w
DFT (wB97M-V/def2-TZVPD) results for a cluster of 2 separate species, C3H9N3O2 in total.

The geometry in XYZ format:
```
17
Properties=species:S:1:pos:R:3:mulliken_charge:R:1
C 0.63995 -0.28087 -2.29483 -1.136
C -0.01655 -0.63706 -1.10121 -0.048
C -0.74165 1.50305 1.48686 -0.051
N 0.26766 1.29889 0.76814 -0.437
N -1.71234 0.49514 1.65678 -0.413
N 0.47745 -1.27582 -0.06704 0.697
O -0.04763 -1.55489 1.08105 -0.819
O 1.85440 -1.70736 -0.19110 -0.471
H 1.60282 -0.74187 -2.15705 0.349
H 0.11027 -0.69319 -3.09021 0.326
H 0.69400 0.77860 -2.40420 0.281
H -0.93526 -0.06212 -0.89069 0.394
H -1.17922 2.49410 1.75298 0.297
H 0.91629 2.12015 0.65211 0.171
H 1.93149 -1.97308 0.68896 0.337
H -1.45368 -0.47997 1.60367 0.275
H -2.40799 0.71630 2.50578 0.247
```

Output
molecular weight = 119.12 g/mol
HOMO = -8.61 eV
frontier orbital gap = 0.35214 hartree

=====

#x
DFT (wB97M-V/def2-TZVPD) results for a structure of composition C3H9N3O2.

The geometry in XYZ format:
```
17
Properties=species:S:1:pos:R:3:mulliken_charge:R:1
C -2.07400 0.98331 0.15605 -1.235
C -1.03216 -1.31468 0.40505 -1.428
C -0.82276 0.15140 -0.15600 0.522
N 2.67042 0.21361 0.40569 -0.185
N 0.25590 0.89705 0.41523 -0.540
N 1.84677 0.28600 -0.44617 0.726
O 1.75111 -0.00108 -1.61038 -0.649
O 3.99191 0.01526 -0.01239 -0.399
H -1.84387 1.85172 0.84776 0.342
H -2.48204 1.33676 -0.80385 0.254
H -2.73598 0.36656 0.54715 0.394
H -1.28569 -1.37172 1.40431 0.466
H -0.13521 -1.90961 0.02660 0.340
H -1.90926 -1.70835 -0.26572 0.340
H -0.68558 0.04579 -1.27634 0.345
H 0.42212 0.42994 1.38418 0.362
H 4.06831 -0.27198 -1.02118 0.346
```

Output
molecular weight = 119.12 g/mol
HOMO = -9.82 eV
frontier orbital gap = 0.36111 hartree

=====

#y
DFT (wB97M-V/def2-TZVPD) results for a cluster of 3 separate species, C3H9N3O2 in total.

The geometry in XYZ format:
```
17
Properties=species:S:1:pos:R:3:mulliken_charge:R:1
C 0.99716 -0.43566 1.10062 -1.539
C 1.88768 1.34731 -0.52650 -1.145
C 0.87081 0.26724 -0.21172 1.000
N -2.16828 0.75285 1.30136 -0.428
N -2.91249 0.77200 0.47584 0.932
N 0.20191 -0.27858 -1.13490 -0.584
O -3.66000 0.68883 -0.37074 -0.544
O -1.96304 -1.91672 -0.30063 -0.577
H 0.05697 -0.23908 1.63973 0.287
H 1.22767 -1.44685 0.93444 0.383
H 1.80799 -0.12995 1.56250 0.541
H 1.65120 2.15580 -1.32498 0.346
H 2.89294 0.92197 -0.78094 0.286
H 2.10678 1.97164 0.49196 0.266
H -2.22703 -2.77483 -0.59945 0.264
H 0.24591 0.23176 -2.01943 0.206
H -1.01617 -1.88774 -0.23718 0.304
```

Output
molecular weight = 119.12 g/mol
HOMO = -9.80 eV
frontier orbital gap = 0.39235 hartree

=====

Ordering by calculated energy gives the sequence #y, #w, #x, with the first entry being the most stable.

=====

#w
DFT (wB97M-V/def2-TZVPD) results for a cluster of 2 separate species, C2H4N2O2 in total.

The geometry in XYZ format:
```
10
Properties=species:S:1:pos:R:3:mulliken_charge:R:1
C -0.11514 -0.99468 -0.82459 -0.458
C -0.70099 -0.20519 2.04398 0.727
N 0.79291 -0.15276 -0.72542 -0.197
N 0.85671 1.15507 -0.88333 -0.327
O -1.16439 -1.23198 1.84233 -0.353
O -0.38115 0.86800 2.31103 -0.363
H -1.21935 -0.78332 -1.09360 0.294
H 0.11611 -2.03230 -0.62199 0.299
H 1.61257 1.63258 -0.58228 0.177
H 0.20271 1.74457 -1.46611 0.200
```

Output
molecular weight = 88.07 g/mol
HOMO = -8.80 eV
frontier orbital gap = 0.35076 hartree

=====

#x
DFT (wB97M-V/def2-TZVPD) results for an isolated molecule of C2H4N2O2.

The geometry in XYZ format:
```
10
Properties=species:S:1:pos:R:3:mulliken_charge:R:1
C 0.10309 0.74631 -0.15809 0.589
C 1.43105 0.09157 0.01788 -0.928
N -2.14223 0.14585 0.22395 -0.645
N -0.99279 -0.16420 -0.00640 0.747
O -0.58273 -1.70186 -0.29855 -0.563
O -0.16860 1.89478 -0.22800 -0.420
H 1.44307 -0.61898 0.84411 0.340
H 2.25267 0.91677 0.18764 0.266
H 1.49582 -0.76005 -0.76232 0.316
H -2.83935 -0.55019 0.17981 0.298
```

Output
molecular weight = 88.07 g/mol
HOMO (alpha / beta) = -10.06 / -10.06 eV
frontier orbital gap (alpha / beta) = 0.31464 / 0.31458 hartree

=====

#y
DFT (wB97M-V/def2-TZVPD) results for a cluster of 2 separate species, C2H4N2O2 in total.

The geometry in XYZ format:
```
10
Properties=species:S:1:pos:R:3:mulliken_charge:R:1
C 1.36544 -0.53847 0.19041 -0.307
C -1.66453 -0.73910 -1.79483 0.600
N -2.38585 -0.04075 -1.14870 -0.497
N 0.58213 0.28402 -0.34425 -0.255
O -1.07802 -1.32116 -2.59743 -0.404
O -0.12418 1.10466 0.52643 -0.398
H 1.52194 -0.63868 1.26244 0.296
H 1.92106 -1.17900 -0.47172 0.283
H -0.63109 1.69359 -0.04791 0.366
H -2.55206 0.05780 -0.17100 0.317
```

Output
molecular weight = 88.07 g/mol
HOMO = -10.52 eV
frontier orbital gap = 0.41602 hartree

=====

Ordering by calculated energy gives the sequence #w, #y, #x, with the first entry being the most stable.

=====

#w
DFT (wB97M-V/def2-TZVPD) results for an isolated molecule of C2H4N2O2.

The geometry in XYZ format:
```
10
Properties=species:S:1:pos:R:3:mulliken_charge:R:1
C -0.80594 0.40047 0.29966 -0.169
C -0.48820 0.31768 -1.11377 0.601
H 1.44996 -0.37687 0.80908 0.263
H 0.99271 -0.55956 2.42388 0.339
H -1.71006 0.82220 0.46295 0.457
H 0.71648 -0.22232 -2.32734 0.371
N 0.72375 -1.11182 1.40119 -0.520
N -0.40702 -0.07483 1.32426 -0.377
O 0.82038 0.06512 -1.34178 -0.449
O -1.29206 0.73993 -1.93812 -0.517
```

Output
molecular weight = 88.07 g/mol
HOMO = -10.05 eV
frontier orbital gap = 0.37221 hartree

=====

#x
DFT (wB97M-V/def2-TZVPD) results for a cluster of 2 separate species, C2H4N2O2 in total.

The geometry in XYZ format:
```
10
Properties=species:S:1:pos:R:3:mulliken_charge:R:1
C -0.75768 1.58554 -0.53953 0.146
C 1.20193 -0.97816 0.71130 0.250
H -0.41000 1.77535 0.60355 0.250
H -0.60758 -0.45014 -1.39974 0.272
H -0.84138 -1.70290 0.34531 0.330
H 1.96054 -0.01686 0.41497 0.218
N -0.49728 0.18378 -0.53187 -0.005
N -0.00326 -0.45472 0.65841 -0.425
O -1.61253 2.24092 -1.37048 -0.526
O 1.56725 -2.18282 1.10808 -0.509
```

Output
molecular weight = 88.07 g/mol
HOMO = -10.58 eV
frontier orbital gap = 0.34595 hartree

=====

#y
DFT (wB97M-V/def2-TZVPD) results for an isolated molecule of C2H4N2O2.

The geometry in XYZ format:
```
10
Properties=species:S:1:pos:R:3:mulliken_charge:R:1
N -0.78267 0.10305 -1.87109 -0.337
C -0.24681 0.57477 -0.71655 0.509
O -0.16157 1.75472 -0.42773 -0.604
N 0.18899 -0.51401 0.08290 -0.472
C 0.66730 -0.23007 1.22521 0.182
O 1.07753 -1.20270 2.03226 -0.475
H -1.19313 0.74326 -2.53092 0.237
H -0.86460 -0.89170 -1.99713 0.228
H 0.92686 -2.02529 1.53253 0.361
H 0.79050 0.76476 1.65553 0.371
```

Output
molecular weight = 88.07 g/mol
HOMO = -10.00 eV
frontier orbital gap = 0.39876 hartree

=====

#z
DFT (wB97M-V/def2-TZVPD) results for an isolated molecule of C2H4N2O2.

The geometry in XYZ format:
```
10
Properties=species:S:1:pos:R:3:mulliken_charge:R:1
C 1.02623 -1.52273 -0.47183 -0.682
C 0.30297 -0.61230 0.14678 0.087
N -0.76301 0.21218 -0.40026 -0.430
N -0.84336 1.69632 0.55203 0.949
O -0.25951 1.55875 1.57010 -0.498
O -1.57129 2.55968 0.17814 -0.499
H 1.76706 -2.05242 0.11928 0.259
H 0.70702 -1.80977 -1.49205 0.212
H 0.24043 -0.34818 1.22682 0.334
H -0.60653 0.31848 -1.42900 0.268
```

Output
molecular weight = 88.07 g/mol
HOMO = -9.33 eV
frontier orbital gap = 0.33797 hartree

=====

Ordering by calculated energy gives the sequence #y, #w, #z, #x, with the first entry being the most stable.